C5H7N5O | the ωB97M-V functional and the def2-TZVPD basis

Each atom is followed by the atoms it is bonded to, with distances in Å.
Atoms and positions in Å:
1 C -2.313 1.345 0.143  C2 1.447, H12 1.089, H13 1.113, H14 1.042
2 C -0.899 1.634 0.039  C1 1.447, O3 1.185, N4 1.366
3 O -0.374 2.692 0.126  C2 1.185
4 N -0.174 0.527 -0.300  C2 1.366, C5 1.444, C11 1.786
5 C -0.549 -0.855 -0.489  N4 1.444, C6 1.545, H15 1.089, H16 1.164
6 C 0.522 -1.682 0.257  C5 1.545, N7 1.439, H17 1.141, H18 1.118
7 N 1.782 -1.041 -0.011  C6 1.439, N8 1.281, C11 1.379
8 N 3.035 -1.251 0.156  N7 1.281, N9 1.241
9 N 3.579 -0.148 -0.004  N8 1.241, N10 1.369
10 N 2.730 0.905 -0.217  N9 1.369, C11 1.281
11 C 1.593 0.320 -0.138  N4 1.786, N7 1.379, N10 1.281
12 H -2.846 1.005 -0.744  C1 1.089
13 H -2.776 2.328 0.386  C1 1.113
14 H -2.481 0.729 0.967  C1 1.042
15 H -0.401 -1.109 -1.537  C5 1.089
16 H -1.579 -1.076 0.005  C5 1.164
17 H 0.478 -1.569 1.391  C6 1.141
18 H 0.673 -2.753 -0.028  C6 1.118

Properties
DFT total energy: -543.61207 a.u.
LUMO level: 0.0143 Ha
SMILES string: CC(=O)N1CCn2nnnc21
HOMO-LUMO gap: 0.38462 hartree